Entry from the Open Molecules 2025 dataset: an isolated molecule of C3H6N2S (wB97M-V/def2-TZVPD).

HOMO energy: -8.580 eV
Electronic energy: -17021.047 eV
LUMO level: 0.75 eV
Relative energy (zero: lowest compared OMol25 entry of this formula, charge and spin): 2.994 eV

Each line ends with the natural charge from an NBO analysis.
Geometry (Å):
C: -0.6980 -1.3402 -0.0909  0.235
C: 0.7725 0.9341 0.3059  -0.664
S: 1.8222 -0.2192 -0.3540  0.471
H: -1.3421 -2.2645 -0.0620  0.204
C: -0.6653 0.9660 -0.4443  -0.266
H: -0.4863 1.1492 -1.4805  0.199
N: -1.4629 -0.2707 -0.1422  -0.466
H: 0.4691 0.4899 1.2776  0.219
N: 0.6752 -1.4169 -0.0750  -0.779
H: 1.1128 2.1148 0.6933  0.255
H: -1.3085 1.8758 -0.0975  0.202
H: 1.1112 -2.0185 0.4697  0.391